(1)
Here is a molecular structure, C35H47BI2LuN10OS3 from the Open Molecules 2025 dataset. Energies are from ωB97M-V/def2-TZVPD.

Results
- Energy relative to the best compared isomer or geometry (same formula, charge and spin): 7.7 kcal/mol
- Electronic energy: -5035.12545 Eh
- Gap between HOMO and LUMO: 7.2 eV
- HOMO energy: -0.3527 Ha
- Largest force on an atom: 0.8 eV Å⁻¹
- M: 1159.6 g/mol
- Net charge: +1

Each line ends with the Mulliken charge.
Geometry (Å):
Lu: 0.5482 0.8385 0.9123  -0.0570
C: -2.3993 -4.4232 3.3806  -1.7295
C: -2.0500 -2.9825 3.0174  1.3543
C: -3.3027 -2.1245 2.8456  -1.4386
C: -1.1885 -2.3861 4.1193  -2.1867
N: -1.3624 -3.0055 1.6733  0.4970
C: -2.0021 -3.5764 0.5835  -0.3250
C: -1.2638 -3.3074 -0.5083  -1.4261
N: -0.1641 -2.5869 -0.0995  0.6692
B: 0.7596 -1.7668 -1.0284  0.4266
N: -0.0484 -1.3312 -2.2626  1.1167
C: 0.1645 -1.6345 -3.5845  -1.1313
C: -0.7190 -0.9216 -4.3108  -0.5724
N: -1.4710 -0.1660 -3.4227  0.4768
C: -1.0416 -0.4306 -2.1676  -0.0063
S: -1.6781 0.1846 -0.6711  -0.0984
C: -2.5377 0.8091 -3.8218  1.1841
C: -3.8726 0.3675 -3.2310  -1.5366
C: -2.1177 2.2010 -3.3547  -1.4616
C: -2.6586 0.8212 -5.3428  -2.2324
N: 2.0514 -2.4917 -1.3793  0.4794
C: 2.2814 -3.8473 -1.2558  -0.8476
C: 3.5621 -4.0754 -1.5985  -0.6854
N: 4.1281 -2.8529 -1.9341  0.4279
C: 3.1876 -1.8833 -1.8016  0.1922
S: 3.3220 -0.2068 -2.1012  -0.3195
C: 5.5498 -2.6596 -2.3707  1.0865
C: 5.5566 -2.1334 -3.8034  -1.5503
C: 6.2471 -1.7103 -1.4008  -1.4799
C: 6.2663 -4.0057 -2.3395  -2.1130
C: -0.2335 -2.4152 1.2354  0.1407
S: 1.0039 -1.5876 2.1257  -0.4087
H: -2.8826 -4.4293 4.3571  0.4642
H: -1.5008 -5.0379 3.4385  0.3939
H: -3.0899 -4.8817 2.6748  0.3980
H: -3.8318 -2.0599 3.7968  0.4995
H: -3.9892 -2.5444 2.1105  0.3776
H: -3.0261 -1.1153 2.5337  0.2154
H: -1.7776 -2.4686 5.0340  0.5712
H: -0.9596 -1.3381 3.9445  0.3710
H: -0.2554 -2.9282 4.2597  0.4506
H: -2.9302 -4.1038 0.6796  0.5743
H: -1.4435 -3.5324 -1.5437  0.6316
H: 1.0446 -0.7448 -0.4904  -0.6505
H: 0.9420 -2.3065 -3.8981  0.6379
H: -0.8705 -0.8768 -5.3699  0.5313
H: -3.8438 0.3184 -2.1460  0.2381
H: -4.1506 -0.6117 -3.6224  0.4138
H: -4.6403 1.0829 -3.5276  0.4837
H: -2.0381 2.2528 -2.2709  0.1997
H: -2.8616 2.9231 -3.6933  0.5694
H: -1.1552 2.4627 -3.7989  0.3925
H: -2.9646 -0.1442 -5.7454  0.4790
H: -1.7373 1.1400 -5.8311  0.4804
H: -3.4330 1.5430 -5.6004  0.4689
H: 1.5274 -4.5269 -0.9037  0.6092
H: 4.1133 -4.9933 -1.6202  0.5280
H: 5.0608 -1.1696 -3.8815  0.2948
H: 5.0598 -2.8441 -4.4661  0.3837
H: 6.5894 -2.0259 -4.1369  0.4712
H: 5.8204 -0.7112 -1.4435  0.2929
H: 7.3034 -1.6578 -1.6669  0.4950
H: 6.1730 -2.0883 -0.3797  0.3804
H: 5.8262 -4.7269 -3.0284  0.4791
H: 6.2990 -4.4383 -1.3390  0.4751
H: 7.2948 -3.8404 -2.6588  0.4456
I: 3.6495 0.7021 0.8924  0.3029
C: 3.8586 1.0951 2.9752  -0.9567
I: 2.1707 2.0083 3.8668  0.0920
H: 4.7205 1.7327 3.1271  0.4968
H: 3.9738 0.1407 3.4748  0.4510
N: -7.6295 3.4348 6.5922  -0.4679
C: -6.6913 3.1561 5.9917  -0.0878
C: -5.5157 2.7984 5.2322  0.5727
C: -4.2496 2.9945 5.7739  -0.6863
C: -3.1303 2.6492 5.0399  -0.4332
C: -3.2582 2.1049 3.7600  0.4520
C: -4.5359 1.9100 3.2306  -0.2333
C: -5.6587 2.2547 3.9590  -0.7631
C: -2.0941 1.7423 3.0006  -0.3945
C: -1.1221 1.4274 2.3351  -0.1224
H: -4.1489 3.4136 6.7654  0.4545
H: -2.1442 2.7939 5.4595  0.4976
H: -4.6400 1.4884 2.2399  0.5420
H: -6.6477 2.1058 3.5486  0.4522
C: 1.4412 6.7391 -0.6774  -1.0952
N: 1.2874 5.3144 -0.4694  0.0662
C: 1.1854 4.3210 -1.5353  -0.4228
C: 1.0743 3.0688 -0.7095  0.1437
O: 0.9442 1.9027 -1.0928  -0.5296
N: 1.0978 3.3475 0.6070  0.0904
C: 1.2117 4.6824 0.7094  0.2632
N: 1.2463 5.2921 1.8859  -0.3017
H: 1.9772 6.9014 -1.6106  0.3468
H: 2.0514 7.1733 0.1139  0.4128
H: 0.4794 7.2506 -0.7254  0.3242
H: 2.0700 4.3051 -2.1737  0.3595
H: 0.2930 4.4590 -2.1489  0.3868
H: 1.2503 4.7138 2.7115  0.0942
H: 1.2934 6.2898 1.9817  0.2012


(2)
Here is 2 unconnected molecules or ions with the total composition C2H5N2O2P from the Open Molecules 2025 dataset. Energies are from ωB97M-V/def2-TZVPD.

Results
- Structure (SMILES): NC#[PH]O.N=C=O
- Energy relative to the best compared isomer or geometry (same formula, charge and spin): 73.6 kcal/mol
- Electronic energy: -680.45282 Eh
- Gap between HOMO and LUMO: 8.3 eV
- HOMO energy: -0.2906 Ha
- Largest force on an atom: 4.1 eV Å⁻¹
- M: 120.0 g/mol
- Net charge: 0

Each line ends with the natural charge from an NBO analysis.
Geometry (Å):
C: -0.1873 -0.3115 0.2328  -0.2594
C: 0.7567 -0.6658 -2.0063  0.8993
N: -1.4440 -0.2728 0.6239  -0.7513
N: -0.2164 -1.2179 -2.4506  -0.8151
O: 1.7822 -0.2063 -1.6798  -0.5647
O: 0.6376 1.2637 2.4211  -1.0004
P: 0.9784 0.9054 0.7719  0.7937
H: -1.6947 0.4926 1.2688  0.3766
H: -2.2568 -0.9702 0.2047  0.3945
H: -1.1671 -1.3774 -2.8755  0.4646
H: 0.7181 2.2508 2.6007  0.4929
H: 2.0934 0.1092 0.8884  -0.0305